DFT (wB97M-V/def2-TZVPD) results for C15H21ClCuFNO2 as an isolated structure at a distorted geometry.

## Properties
- E_LUMO (eV) = -6.136
- calculated total energy (eV) = -81351.2500
- charge = +1

Each line ends with the natural charge from an NBO analysis.
Atoms and positions in Å:
N -2.87218 -2.21168 4.00015  -0.8222
C -1.48266 -1.77704 3.90978  -0.2072
C -0.76864 -2.52490 2.80512  -0.3957
C 0.61669 -1.92191 2.48193  -0.4578
C 0.77434 -1.34749 1.11383  0.0829
C 1.80485 -1.67132 0.28492  -0.3797
C 1.92569 -1.12569 -1.07344  0.3796
O 2.79103 -1.57246 -1.84629  -0.4986
C 1.12859 0.11551 -1.42921  -0.1712
C 1.55132 0.82259 -2.70407  -0.4747
C 1.85153 2.34654 -2.68693  -0.4460
C 2.57977 2.85822 -1.47430  0.0495
F 2.52174 4.21530 -1.33255  -0.3349
C 0.08133 0.44455 -0.62810  0.1213
C -0.85175 1.58148 -0.87574  -0.4996
C -1.72306 1.40173 -2.12646  -0.4090
C -2.97843 0.62290 -1.79771  -0.3675
Cl -3.86117 0.23262 -3.28425  -0.0406
C -0.24769 -0.38813 0.58449  0.4396
O -1.35484 -0.26777 1.12449  -0.4339
H -2.90285 -3.22145 4.05814  0.3523
H -3.29010 -1.87460 4.85538  0.3658
H -0.92145 -1.92973 4.83612  0.1645
H -1.45985 -0.71399 3.68653  0.1867
H -0.60552 -3.54947 3.12260  0.2130
H -1.40555 -2.52732 1.93215  0.2250
H 0.87053 -1.16183 3.21881  0.2446
H 1.36788 -2.69890 2.57805  0.2304
H 2.56042 -2.38905 0.57005  0.2597
H 2.42671 0.29921 -3.06860  0.2541
H 0.79526 0.65661 -3.46356  0.2638
H 0.96648 2.95689 -2.82200  0.2349
H 2.48904 2.53654 -3.54279  0.2416
H 3.66147 2.61244 -1.54789  0.1648
H 2.12563 2.46254 -0.53553  0.1212
H -0.29504 2.51475 -0.92782  0.2390
H -1.50867 1.67735 -0.01887  0.2566
H -1.99106 2.36753 -2.54045  0.2336
H -1.19954 0.85761 -2.90518  0.2046
H -2.74181 -0.32481 -1.32992  0.2081
H -3.64208 1.18489 -1.15501  0.2231
Cu 3.21364 0.43173 -0.04587  0.9782